1.
The following is a DFT calculation (ωB97M-V/def2-TZVPD) of a molecular structure, C18H18Cl2O7Pd.

Each line ends with the Löwdin charge.
Positions of all 46 atoms, in Å:
1 Pd 0.59976 0.79371 -0.42791  1.2506
2 C 3.50591 0.14424 -1.61070  -0.0349
3 O 2.79945 0.91145 -0.61649  -0.2937
4 C 3.42400 0.86228 0.67304  -0.1490
5 C 2.60503 1.71707 1.59652  -0.1450
6 O 1.27758 1.15940 1.61104  -0.2978
7 C 0.38523 1.80542 2.53378  -0.0272
8 H 4.51373 0.54482 -1.71146  0.1101
9 H 2.97092 0.26078 -2.54862  0.1028
10 H 3.54128 -0.90647 -1.32459  0.0979
11 H 4.44134 1.25151 0.60015  0.1521
12 H 3.45783 -0.17291 1.02473  0.1488
13 H 2.56366 2.75307 1.25131  0.1416
14 H 3.01528 1.68180 2.60716  0.1524
15 H 0.78487 1.70338 3.54200  0.1120
16 H -0.56934 1.29054 2.46634  0.0996
17 H 0.27783 2.86270 2.28414  0.1013
18 Cl -5.08214 5.45659 -1.58916  0.8666
19 C -4.05223 4.15662 -1.28365  -0.6131
20 C -4.57146 2.87121 -1.11061  -0.0774
21 C -3.72088 1.82279 -0.86783  -0.5456
22 Cl -4.31477 0.25554 -0.65461  0.8649
23 C -2.27074 2.01324 -0.77954  -0.3170
24 O -1.55084 1.01714 -0.56560  -0.0568
25 C -1.77895 3.36624 -0.96874  -0.0905
26 C -0.36509 3.71982 -0.91472  -0.1151
27 O 0.58461 2.96488 -0.74273  -0.0153
28 C -2.65698 4.38956 -1.21167  0.0050
29 H -5.63845 2.70469 -1.16990  0.1317
30 H -0.14537 4.78569 -1.06316  0.1557
31 H -2.29385 5.39981 -1.35969  0.1358
32 O -1.15801 -3.27597 1.96987  0.1107
33 C -0.63311 -4.06120 1.01134  -0.2369
34 C -0.75163 -5.44473 1.01253  0.0152
35 C -0.18558 -6.18017 -0.01084  -0.0149
36 C 0.50946 -5.56686 -1.05810  -0.0428
37 C 0.63419 -4.20150 -1.06637  0.0128
38 C 0.06697 -3.43464 -0.03158  -0.0777
39 C 0.22631 -2.01642 -0.06472  -0.4597
40 O -0.24308 -1.17477 0.78062  0.1679
41 O 0.87092 -1.36676 -0.95636  0.0290
42 H -1.60572 -3.80651 2.64116  0.1381
43 H -1.28696 -5.93828 1.81444  0.1314
44 H -0.28570 -7.25752 0.00209  0.1271
45 H 0.94063 -6.16315 -1.84866  0.1202
46 H 1.16409 -3.69815 -1.86424  0.1290

The value obtained for the HOMO energy (alpha / beta) is -14.2 / -14.2 eV. Its total charge is +2. Its multiplicity is 5. For the lowest unoccupied orbital energy (alpha / beta), the calculation gives -6.81 / -9.07 eV.


2.
The following is a DFT calculation (ωB97M-V/def2-TZVPD) of a molecular structure, C9H12N2O3 at a distorted geometry.

Each line ends with the Löwdin charge.
Positions of all 26 atoms, in Å:
1 C 2.62453 2.02354 0.57810  -0.0602
2 C 1.67974 1.18952 -0.03970  -0.0211
3 C 2.25155 2.12932 1.90601  -0.1084
4 C 0.80740 0.78348 0.92970  -0.2741
5 C 0.43464 -2.10148 -0.31004  -0.0362
6 C -0.28003 -0.05962 0.94389  0.0044
7 C -1.06630 -0.33019 -0.31968  -0.4662
8 C -2.43737 -1.11936 -0.03481  0.0154
9 C -1.31778 0.89275 -1.18637  -0.0026
10 N -0.15750 -1.13563 -1.09547  -0.1636
11 N 0.46634 -1.75412 0.95729  -0.1766
12 O 0.90883 -2.33027 1.93160  -0.0568
13 O 1.10430 1.45748 2.09674  0.0504
14 O -0.57251 -1.52554 -2.35764  0.0174
15 H 3.50258 2.64767 0.09778  0.1464
16 H 1.74342 0.88848 -1.01003  0.0856
17 H 2.73737 2.66430 2.72150  0.1256
18 H 0.84430 -3.00228 -0.68145  0.1397
19 H -0.80967 0.08284 1.97027  0.2003
20 H -2.75153 -1.52802 -1.04350  0.1000
21 H -3.22368 -0.53302 0.42488  0.0742
22 H -2.13011 -1.89309 0.67184  0.0744
23 H -1.83504 0.50560 -2.02872  0.0783
24 H -0.46317 1.29852 -1.49758  0.0287
25 H -1.89975 1.63116 -0.66371  0.1022
26 H -0.16056 -0.88207 -2.96088  0.1228

The value obtained for the HOMO energy is -7.4 eV. For the lowest unoccupied orbital energy, the calculation gives 0.47 eV. The value obtained for the energy relative to the best compared isomer or geometry (same formula, charge and spin) is 663.26 kJ/mol.


3.
The following is a DFT calculation (ωB97M-V/def2-TZVPD) of a molecular structure, C29H29CdN10O2S2.

Each line ends with the Löwdin charge.
Positions of all 73 atoms, in Å:
1 Cd -0.59942 -0.27476 -0.00987  1.3296
2 C -3.46561 5.64281 0.51250  -0.1071
3 C -2.02029 5.19093 0.32237  -0.3090
4 N -1.61658 4.12665 1.21633  -0.0431
5 C -1.92550 2.79932 1.05867  -0.8930
6 S -2.61270 2.19786 -0.37010  0.5178
7 N -1.64851 2.11578 2.17515  -0.0625
8 N -1.56546 0.78565 2.03442  -0.0441
9 C -1.67360 0.08273 3.11344  -0.2949
10 C -2.02542 0.67161 4.44833  -0.0556
11 C -1.47792 -1.38036 3.02039  -0.2203
12 C -1.61680 -2.18065 4.15994  -0.0281
13 C -1.53974 -3.55620 4.04549  -0.0760
14 C -1.32135 -4.12327 2.80075  -0.0697
15 C -1.13676 -3.26067 1.73454  -0.1643
16 N -1.19126 -1.93954 1.83545  0.0530
17 H -3.71235 6.44106 -0.19478  0.0639
18 H -3.62854 6.01882 1.52651  0.0644
19 H -4.13676 4.80193 0.33565  0.0517
20 H -1.33901 6.02837 0.49105  0.1035
21 H -1.87611 4.83801 -0.69777  0.0718
22 H -1.37137 4.37061 2.16311  0.1197
23 H -2.31561 1.70698 4.30941  0.0537
24 H -1.17332 0.64384 5.13703  0.0845
25 H -2.85129 0.12554 4.91051  0.0710
26 H -1.78267 -1.72252 5.12404  0.0936
27 H -1.65470 -4.18219 4.92262  0.1006
28 H -1.28047 -5.19456 2.65885  0.0982
29 H -0.92085 -3.64907 0.74441  0.0907
30 O 3.20452 0.40639 2.19193  -0.0350
31 C 2.25039 -0.09348 1.56509  -0.5327
32 N 1.30432 0.52572 0.88059  -0.0576
33 C 1.46851 1.95380 0.74850  -0.1965
34 C 1.08568 2.42627 -0.63833  -0.2763
35 C 1.44663 3.69753 -1.08301  -0.0312
36 C 1.06747 4.10466 -2.34582  -0.0794
37 C 0.33592 3.23525 -3.14840  -0.0748
38 C 0.01539 1.99785 -2.63237  -0.1834
39 N 0.38431 1.60306 -1.41188  0.0194
40 C 2.19164 -1.61649 1.55003  -0.2027
41 C 2.89538 -2.33160 2.51576  -0.0106
42 C 2.92792 -3.71138 2.43213  -0.0734
43 C 2.27624 -4.33837 1.37637  -0.0817
44 C 1.58755 -3.54492 0.47718  -0.1834
45 N 1.52477 -2.21732 0.56830  0.0843
46 H 0.83975 2.49515 1.46604  0.1049
47 H 2.49943 2.24336 0.95663  0.1106
48 H 2.02304 4.34477 -0.43252  0.1124
49 H 1.33834 5.09018 -2.70755  0.0993
50 H 0.01216 3.51607 -4.14156  0.0968
51 H -0.56769 1.28324 -3.20471  0.1088
52 H 3.40838 -1.77871 3.28982  0.1092
53 H 3.46673 -4.29474 3.16928  0.0982
54 H 2.30242 -5.41376 1.25277  0.0951
55 H 1.05199 -3.99157 -0.35796  0.0968
56 N 0.00076 -3.05663 -3.81437  0.1255
57 C -0.38753 -2.49096 -2.63264  -0.1941
58 N 0.36445 -1.48865 -2.27417  0.0773
59 C 1.30258 -1.36148 -3.29397  -0.2393
60 C 2.36121 -0.46280 -3.41808  -0.0165
61 C 3.16253 -0.55895 -4.54046  -0.1002
62 C 2.92739 -1.53260 -5.52580  -0.1128
63 C 1.88640 -2.43869 -5.40988  -0.0365
64 C 1.08332 -2.32965 -4.27875  -0.2053
65 H -0.52577 -3.75123 -4.31181  0.1512
66 H -1.26126 -2.83468 -2.09899  0.0568
67 H 2.53484 0.28079 -2.64884  0.1065
68 H 3.99249 0.12626 -4.66391  0.0942
69 H 3.57840 -1.58057 -6.38986  0.0909
70 H 1.70706 -3.19211 -6.16700  0.1004
71 O -3.55630 -2.99970 -2.24629  -0.6456
72 S -3.61443 -1.81261 -1.36765  0.5955
73 N -2.41735 -1.23137 -0.78226  -0.5649

The value obtained for the HOMO energy is -4.2 eV. Its total charge is -1. For the lowest unoccupied orbital energy, the calculation gives 2.67 eV. The value obtained for the energy relative to the best compared isomer or geometry (same formula, charge and spin) is 80.68 kJ/mol.